Computed, not measured: 9 unconnected molecules or ions with the total composition C57H72N12O3, with wB97M-V/def2-TZVPD.

SMILES: [H]/N=C(/N)NCCCCc1ccc2c(c1)C(=O)c1c(N)cc(CCCCCOC)cc1C2=O.c1cc[nH]c1.c1cc[nH]c1.c1cc[nH]c1.c1cc[nH]c1.c1cc[nH]c1.c1cc[nH]c1.c1cc[nH]c1.c1cc[nH]c1
LUMO energy (eV): -1.2
HOMO energy (eV): -8.16
Orbital gap (eV): 6.9
E (eV): -84298.844

Each atom is followed by the atoms it is bonded to, with distances in Å.
CARTESIAN COORDINATES (ANGSTROEM)
1 H 0.037 3.312 -2.674  N76 1.014
2 C 4.716 0.193 -1.774  H27 1.086, H53 1.089, C71 1.534, C102 1.510
3 H -3.401 -2.305 -1.870  C129 1.088
4 C 6.707 -2.980 -0.848  H38 1.085, C75 1.516, H82 1.087, C119 1.548
5 H -4.941 -5.623 5.483  C137 1.077
6 H 3.313 -7.596 0.074  C62 1.077
7 H 2.772 5.275 6.894  N14 1.003
8 H -5.054 3.725 -4.969  C108 1.076
9 H 4.597 -2.765 -0.672  C119 1.089
10 C -3.415 -4.256 -0.988  N31 1.489, H69 1.091, H100 1.082, C129 1.540
11 H -5.816 -1.381 5.504  C132 1.076
12 H 5.016 -0.678 0.217  C71 1.085
13 H 3.169 1.735 -3.266  C80 1.083
14 N 2.159 6.062 6.787  H7 1.003, C19 1.367, C46 1.367
15 C 4.218 7.543 2.344  H18 1.077, N35 1.367, C72 1.370
16 C 1.332 1.882 -2.176  N76 1.398, C80 1.396, C140 1.399
17 H 2.620 7.870 3.686  N35 1.005
18 H 4.274 6.471 2.433  C15 1.077
19 C 1.718 6.862 7.803  N14 1.367, C44 1.369, H112 1.076
20 H -5.619 -0.528 0.431  C25 1.088
21 H 0.302 8.159 5.129  C111 1.078
22 C -3.340 -6.672 -1.216  N31 1.406, N37 1.266, N79 1.423
23 C -0.683 0.625 5.905  C122 1.371, H142 1.077, N143 1.367
24 C 0.561 0.221 1.118  C47 1.483, C85 1.481, O125 1.203
25 C -4.918 -0.936 -0.294  H20 1.088, C34 1.520, C103 1.532, H113 1.087
26 H -5.141 -2.950 0.409  C103 1.086
27 H 5.344 1.060 -1.954  C2 1.086
28 H -3.458 -4.323 3.630  C117 1.077
29 C -1.900 -2.321 -6.019  C30 1.369, H106 1.077, C139 1.422
30 C -2.839 -2.480 -5.035  C29 1.369, N66 1.369, H110 1.077
31 N -3.516 -5.445 -1.878  C10 1.489, C22 1.406, H64 1.015
32 H 0.476 0.256 4.170  N143 1.007
33 H 6.746 -6.025 1.878  C128 1.090
34 C -3.491 -0.626 0.126  C25 1.520, C43 1.394, C93 1.398
35 N 3.293 8.261 3.050  C15 1.367, H17 1.005, C101 1.366
36 C -5.939 0.578 -4.453  C60 1.421, C70 1.369, H114 1.077
37 N -3.977 -7.083 -0.201  C22 1.266, H118 1.019
38 H 7.364 -2.368 -0.237  C4 1.085
39 H -3.396 2.341 -3.708  N89 1.004
40 C -1.511 0.715 -0.106  C43 1.389, C47 1.397, C86 1.485
41 H 4.799 10.654 1.442  C104 1.077
42 N 1.240 5.308 -6.148  C124 1.368, C127 1.370, H130 1.002
43 C -2.829 0.453 -0.458  C34 1.394, C40 1.389, H136 1.079
44 C 0.908 7.824 7.261  C19 1.369, H58 1.077, C111 1.421
45 H 1.796 5.895 -8.121  C124 1.076
46 C 1.636 6.495 5.601  N14 1.367, H107 1.078, C111 1.370
47 C -0.862 -0.088 0.835  C24 1.483, C40 1.397, C73 1.387
48 N -4.492 -2.602 4.361  H96 1.003, C117 1.370, C132 1.368
49 H 6.451 -0.443 -0.716  C71 1.087
50 H -1.133 7.362 -5.289  C59 1.077
51 C 3.141 -5.668 1.078  H52 1.076, C62 1.369, N94 1.369
52 H 4.029 -5.529 1.671  C51 1.076
53 H 4.647 -0.320 -2.733  C2 1.089
54 C -5.746 -3.574 5.901  C132 1.369, H134 1.077, C137 1.422
55 H -3.393 -2.225 1.525  C93 1.079
56 H 2.176 -3.853 1.561  N94 1.003
57 H -0.688 -3.858 -7.110  C139 1.077
58 H 0.407 8.605 7.806  C44 1.077
59 C -0.349 6.801 -5.770  H50 1.077, C109 1.421, C127 1.368
60 C -6.260 1.850 -5.001  C36 1.421, H88 1.077, C108 1.369
61 H 5.866 -4.967 -0.711  C75 1.092
62 C 2.751 -6.697 0.265  H6 1.077, C51 1.369, C77 1.422
63 H -1.358 1.820 7.604  C122 1.077
64 H -2.744 -5.384 -2.533  N31 1.015
65 H -4.103 -0.036 -3.347  C70 1.077
66 N -2.954 -3.819 -4.775  C30 1.369, H68 1.005, C92 1.369
67 H -2.765 -7.954 -2.615  N79 1.017
68 H -3.571 -4.222 -4.092  N66 1.005
69 H -2.354 -4.040 -0.847  C10 1.091
70 C -4.707 0.689 -3.867  C36 1.369, H65 1.077, N89 1.369
71 C 5.413 -0.755 -0.789  C2 1.534, H12 1.085, H49 1.087, C119 1.539
72 C 4.954 8.424 1.596  C15 1.370, C104 1.421, H135 1.077
73 C -1.525 -1.140 1.451  C47 1.387, H84 1.079, C93 1.391
74 H 7.308 -4.409 2.375  C128 1.093
75 C 6.403 -4.253 -0.082  C4 1.516, H61 1.092, H91 1.093, O126 1.418
76 N 0.659 2.653 -3.129  H1 1.014, C16 1.398, H99 1.010
77 C 1.476 -6.358 -0.266  C62 1.422, C97 1.368, H116 1.076
78 H 3.104 -0.343 0.478  C131 1.077
79 N -2.340 -7.487 -1.818  C22 1.423, H67 1.017, H138 1.015
80 C 2.644 1.443 -2.365  H13 1.083, C16 1.396, C102 1.400
81 C 0.775 2.117 5.114  C98 1.371, H141 1.077, N143 1.364
82 H 7.206 -3.258 -1.773  C4 1.087
83 H -0.123 7.771 -7.776  C109 1.077
84 H -1.017 -1.736 2.192  C73 1.079
85 C 1.324 0.672 -0.068  C24 1.481, C131 1.390, C140 1.404
86 C -0.744 1.813 -0.748  C40 1.485, O90 1.205, C140 1.476
87 H 0.227 5.264 -4.266  C127 1.076
88 H -7.156 2.117 -5.535  C60 1.077
89 N -4.271 1.975 -4.038  H39 1.004, C70 1.369, C108 1.367
90 O -1.249 2.872 -1.019  C86 1.205
91 H 5.742 -3.986 0.746  C75 1.093
92 C -2.101 -4.518 -5.587  N66 1.369, H121 1.077, C139 1.369
93 C -2.840 -1.410 1.084  C34 1.398, H55 1.079, C73 1.391
94 N 2.156 -4.718 1.056  C51 1.369, H56 1.003, C97 1.369
95 H 0.262 -4.523 0.092  C97 1.077
96 H -4.079 -1.897 3.779  N48 1.003
97 C 1.137 -5.132 0.239  C77 1.368, N94 1.369, H95 1.077
98 C 0.199 2.665 6.232  C81 1.371, H115 1.078, C122 1.420
99 H 1.289 3.176 -3.720  N76 1.010
100 H -3.801 -4.520 -0.013  C10 1.082
101 C 3.425 9.590 2.762  N35 1.366, C104 1.370, H120 1.076
102 C 3.314 0.638 -1.435  C2 1.510, C80 1.400, C131 1.392
103 C -5.149 -2.430 -0.544  C25 1.532, H26 1.086, H123 1.088, C129 1.530
104 C 4.450 9.726 1.862  H41 1.077, C72 1.421, C101 1.370
105 H -4.665 -3.365 -2.433  C129 1.086
106 H -1.587 -1.382 -6.443  C29 1.077
107 H 1.859 5.985 4.678  C46 1.078
108 C -5.211 2.688 -4.729  H8 1.076, C60 1.369, N89 1.367
109 C 0.180 7.015 -7.071  C59 1.421, H83 1.077, C124 1.368
110 H -3.433 -1.758 -4.502  C30 1.077
111 C 0.854 7.591 5.860  H21 1.078, C44 1.421, C46 1.370
112 H 2.016 6.680 8.821  C19 1.076
113 H -5.096 -0.400 -1.224  C25 1.087
114 H -6.543 -0.313 -4.488  C36 1.077
115 H 0.416 3.638 6.641  C98 1.078
116 H 0.875 -6.946 -0.938  C77 1.076
117 C -4.188 -3.937 4.323  H28 1.077, N48 1.370, C137 1.369
118 H -4.649 -6.381 0.106  N37 1.019
119 C 5.394 -2.239 -1.195  C4 1.548, H9 1.089, C71 1.539, H144 1.086
120 H 2.783 10.322 3.220  C101 1.076
121 H -2.045 -5.593 -5.538  C92 1.077
122 C -0.729 1.715 6.736  C23 1.371, H63 1.077, C98 1.420
123 H -6.160 -2.549 -0.929  C103 1.088
124 C 1.157 6.079 -7.275  N42 1.368, H45 1.076, C109 1.368
125 O 1.051 0.120 2.212  C24 1.203
126 O 7.594 -4.870 0.379  C75 1.418, C128 1.415
127 C 0.324 5.741 -5.225  N42 1.370, C59 1.368, H87 1.076
128 C 7.517 -5.269 1.734  H33 1.090, H74 1.093, O126 1.415, H133 1.084
129 C -4.150 -3.022 -1.541  H3 1.088, C10 1.540, C103 1.530, H105 1.086
130 H 1.876 4.544 -6.022  N42 1.002
131 C 2.641 0.276 -0.271  H78 1.077, C85 1.390, C102 1.392
132 C -5.441 -2.373 5.320  H11 1.076, N48 1.368, C54 1.369
133 H 8.495 -5.651 2.009  C128 1.084
134 H -6.460 -3.725 6.693  C54 1.077
135 H 5.763 8.165 0.934  C72 1.077
136 H -3.308 1.073 -1.200  C43 1.079
137 C -4.951 -4.567 5.268  H5 1.077, C54 1.422, C117 1.369
138 H -2.141 -8.226 -1.152  N79 1.015
139 C -1.431 -3.617 -6.368  C29 1.422, H57 1.077, C92 1.369
140 C 0.667 1.473 -1.015  C16 1.399, C85 1.404, C86 1.476
141 H 1.519 2.503 4.438  C81 1.077
142 H -1.225 -0.306 5.929  C23 1.077
143 N 0.233 0.879 4.923  C23 1.367, H32 1.007, C81 1.364
144 H 5.211 -2.322 -2.262  C119 1.086